Record 1
Density functional theory data (ωB97M-V/def2-TZVPD) for a structure of composition Cd3N2O6 at a distorted geometry.

ΔE to the lowest compared entry with this formula, charge and spin, kcal/mol: 98.44
Gap between HOMO and LUMO, Eh: 0.0563
Net charge: +4
HOMO, eV: -19.0
Calculated total energy, Eh: -1061.6663

Structure (XYZ):
```
11
Properties=species:S:1:pos:R:3:forces:R:3
Cd 23.8234 -0.3416 -1.6984 0.1803 0.1318 -0.0773
Cd 19.4943 -8.6086 -4.7452 0.0700 -0.2057 -0.1818
Cd 16.2101 -4.0690 1.3267 0.1359 0.0315 0.0461
N 20.1210 -4.7908 -0.9579 0.7371 3.6283 -6.0692
O 19.2116 -4.9436 -0.2574 -4.2801 -1.6735 5.3314
O 20.4089 -5.6578 -1.7599 1.7291 -0.7973 0.1853
O 20.3977 -3.5606 -1.1915 1.4457 -1.1265 0.6785
N 19.1174 -1.6884 5.1427 -4.5487 1.4216 -1.4456
O 18.3759 -1.3405 6.1476 1.0915 -1.7672 -1.9748
O 18.6244 -2.1862 4.0715 1.5177 0.6386 3.5128
O 20.1655 -1.1534 5.2102 1.9214 -0.2816 -0.0054
```
Positions in Å, forces in eV/Å.


Record 2
Density functional theory data (ωB97M-V/def2-TZVPD) for a structure of composition C5H10O5 at a distorted geometry.

ΔE to the lowest compared entry with this formula, charge and spin, kcal/mol: 168.73
Gap between HOMO and LUMO, Eh: 0.3685
HOMO, eV: -9.8
Calculated total energy, Eh: -572.4753

Structure (XYZ):
```
20
Properties=species:S:1:pos:R:3:forces:R:3
C -0.0923 1.6345 -0.2519 -2.4421 0.6230 2.1080
C 1.1639 0.9126 -0.8197 0.1717 3.3814 1.2480
C 0.7936 -1.1830 0.1722 6.8081 -3.2686 2.1853
C -0.5369 -0.7689 0.3049 -4.5792 -2.8547 0.9465
C -0.7114 0.6176 0.8667 1.1365 2.0208 1.8970
H -0.5727 1.5662 -1.8844 3.4204 -3.7508 -7.5053
H -0.0347 2.7007 0.1658 1.1905 -1.8627 0.2306
H 1.1587 0.4077 -1.7656 -0.8062 0.3788 -1.0558
H 1.7780 1.8793 -0.8380 0.6254 -2.1705 -0.2294
H 1.3515 -1.9631 1.0877 -2.1192 3.0618 -1.7255
H 2.2317 -1.9357 -1.1245 -5.7839 -0.5543 1.0345
H -0.9787 -1.0265 -0.6829 -0.2030 1.3048 0.1702
H -1.2448 -2.7997 1.1136 0.2403 5.4790 -0.2325
H -0.0906 0.7039 2.1866 -1.3200 -0.3456 -4.2908
H -2.4361 0.0822 1.3012 -0.4888 0.0487 0.2329
O -1.0398 1.9614 -1.2959 -3.3156 2.3048 6.1507
O 1.5943 -0.0388 0.0956 1.9720 -0.1219 0.8376
O 1.0168 -2.0368 -0.9313 4.9958 0.8490 -1.7887
O -1.2977 -1.6546 1.2161 -0.0100 -4.0153 0.0901
O -2.0528 0.9410 1.0840 0.5074 -0.5078 -0.3034
```
Positions in Å, forces in eV/Å.


HOMO of number 2 (C5H10O5)? -9.8 eV